Record 1
{
  "formula": "C4H16O4",
  "method": "ωB97M-V/def2-TZVPD",
  "elements": ["C", "O", "H", "H", "H", "H", "C", "O", "H", "H", "H", "H", "C", "O", "H", "H", "H", "H", "C", "O", "H", "H", "H", "H"],
  "coordinates": [[0.6041, 0.9308, -0.1072], [-0.4278, 0.6345, -1.0384], [0.8538, 1.9958, -0.0809], [0.3577, 0.5812, 0.8959], [1.5100, 0.4333, -0.4522], [-1.1566, 1.2376, -0.8626], [-3.1635, -1.6205, -0.5294], [-3.2748, -0.3908, -1.2516], [-4.1712, -1.9845, -0.3651], [-2.6018, -2.3687, -1.0954], [-2.6399, -1.4755, 0.4189], [-2.4264, -0.2249, -1.6735], [3.4341, 0.5692, -2.7896], [4.0540, -0.0744, -1.6885], [2.7396, 1.3626, -2.4769], [4.2236, 1.0525, -3.3605], [2.8650, -0.1170, -3.4192], [3.4619, -0.7384, -1.3280], [-0.8393, -0.2907, 3.4414], [-0.8476, 0.9739, 4.0876], [-1.6154, -0.3134, 2.6709], [0.1194, -0.5027, 2.9629], [-1.0344, -1.0944, 4.1506], [-0.0245, 1.4244, 3.8909]],
  "forces_ev_per_a": [[0.345, 0.048, -0.212], [-0.009, 0.172, 0.039], [-0.206, 0.009, 0.048], [-0.010, 0.015, 0.034], [-0.091, -0.153, 0.067], [-0.055, -0.006, 0.044], [0.322, 0.328, -0.327], [0.005, -0.241, 0.071], [-0.065, -0.043, 0.144], [-0.115, -0.015, -0.054], [-0.146, 0.013, 0.105], [0.043, -0.096, 0.038], [-0.276, 0.373, 0.101], [0.021, -0.023, 0.036], [0.090, -0.135, 0.113], [0.006, -0.145, -0.126], [0.188, -0.088, -0.095], [-0.048, 0.003, -0.038], [-0.009, -0.034, -0.279], [0.044, -0.083, 0.061], [0.021, -0.031, 0.025], [0.003, 0.005, 0.025], [-0.049, 0.090, 0.142], [-0.010, 0.038, 0.039]],
  "mulliken_charge": [0.043, -0.526, 0.301, -0.096, -0.055, 0.340, -0.326, -0.501, 0.256, 0.262, 0.022, 0.312, -0.510, -0.510, 0.215, 0.256, 0.264, 0.291, -0.429, -0.512, 0.115, 0.204, 0.275, 0.308],
  "spin_multiplicity": 1,
  "smiles": "CO.CO.CO.CO",
  "e_homo_ha": -0.381,
  "largest_force_ev_per_a": 0.564,
  "lumo_energy_ev": 0.517,
  "orbital_gap_ha": 0.3997
}

***

Record 2
{
  "formula": "C4H16OSi3",
  "method": "ωB97M-V/def2-TZVPD",
  "elements": ["Si", "Si", "H", "H", "H", "H", "C", "C", "C", "Si", "O", "C", "H", "H", "H", "H", "H", "H", "H", "H", "H", "H", "H", "H"],
  "coordinates": [[5.0836, -0.1494, -0.7732], [3.2184, -0.5676, 0.3216], [6.0458, 0.8873, -1.0102], [5.8392, -1.4310, -1.1833], [2.2911, -1.5972, -0.1012], [2.5704, 0.6916, 0.1697], [-0.3079, 2.6642, -0.6586], [-0.8353, 1.2075, -0.6012], [-1.4912, 0.8625, 0.7965], [-1.7438, -0.9453, 1.0648], [-1.9570, -1.7781, -0.2969], [-2.0833, -3.2422, -0.3249], [-0.6393, 3.2491, 0.2350], [0.8413, 2.6240, -0.4676], [-0.4542, 3.1611, -1.6258], [-1.4670, 1.1331, -1.4637], [-0.0310, 0.6175, -0.7119], [-2.3863, 1.4740, 0.8097], [-0.7834, 1.3479, 1.4152], [-0.7095, -1.4080, 1.9568], [-3.0665, -1.1651, 1.9051], [-2.3421, -3.5641, -1.3951], [-2.7236, -3.3758, 0.5939], [-0.9916, -3.5311, -0.1927]],
  "forces_ev_per_a": [[-0.482, -2.727, -0.611], [1.337, 0.599, -0.097], [0.300, 0.949, 0.376], [-0.358, 0.775, 0.308], [-0.024, -0.654, -0.268], [-0.825, 1.066, 0.299], [2.302, -0.109, 1.595], [-2.183, 2.650, 0.878], [-0.071, 0.797, -2.878], [-2.206, 0.553, 1.842], [0.037, -0.579, -1.677], [1.854, 1.812, 0.094], [-0.242, -0.087, -1.059], [-1.732, 0.163, -0.534], [-0.178, 0.000, 0.488], [-0.713, -0.757, -0.184], [2.772, -2.398, -0.764], [-0.432, -0.161, 0.399], [0.575, 0.007, 1.475], [0.826, -0.550, 0.182], [1.045, 0.152, -0.611], [-0.420, 0.392, 1.989], [0.337, -1.312, -1.483], [-1.521, -0.578, 0.243]],
  "mulliken_charge": [0.224, 0.108, -0.086, -0.064, -0.085, -0.091, -0.973, -0.435, -0.893, 0.310, -0.174, -0.541, 0.292, 0.167, 0.332, 0.352, 0.360, 0.366, 0.484, -0.166, -0.178, 0.198, 0.269, 0.223],
  "spin_multiplicity": 1,
  "smiles": "[SiH2]=[SiH2].CCC[SiH2]OC",
  "e_homo_ha": -0.296,
  "largest_force_ev_per_a": 3.744,
  "lumo_energy_ev": -0.831,
  "orbital_gap_ha": 0.2655
}

***

Record 3
{
  "formula": "C4H17N2O2",
  "method": "ωB97M-V/def2-TZVPD",
  "elements": ["C", "N", "C", "N", "C", "C", "H", "H", "H", "H", "H", "H", "H", "H", "H", "H", "H", "H", "H", "H", "H", "O", "H", "H", "O"],
  "coordinates": [[1.0489, 1.6979, -0.3502], [0.0738, 2.8683, -0.3960], [0.4230, 0.2532, -0.6053], [-1.1075, 0.1609, -0.0198], [2.2316, -1.2443, -1.6607], [1.3900, -0.9799, -0.3197], [1.7256, 1.5710, 0.5903], [1.8322, 1.6907, -1.1855], [-0.0056, 3.3337, 0.5258], [0.3178, 3.6029, -1.0498], [0.1225, 0.4905, -1.7215], [-1.2684, -0.7715, 0.5014], [-1.1776, 0.9814, 0.5168], [-1.8069, 0.1658, -0.8487], [3.1439, -0.7720, -1.6944], [1.5969, -1.2553, -2.5507], [2.7637, -2.1848, -1.5779], [0.7742, -1.8871, -0.1131], [2.0146, -0.6851, 0.5652], [-3.7069, 2.4695, 1.5530], [-3.2726, 0.9244, 1.6716], [-2.9461, 1.7914, 1.4221], [-0.1358, -4.3109, 2.2869], [0.2157, -4.4383, 0.7569], [-0.3612, -4.1027, 1.3654]],
  "forces_ev_per_a": [[1.502, -0.672, 0.858], [0.957, -1.514, 1.137], [-1.515, 1.640, -2.661], [1.004, -3.498, -2.215], [-1.682, -1.723, 1.989], [-0.722, 1.133, -1.399], [-1.441, 0.900, -1.153], [-1.161, 0.536, 0.995], [0.172, -0.623, -0.777], [0.253, -0.390, -0.140], [0.774, -1.644, 1.824], [0.403, 2.075, -0.673], [-1.079, 1.440, 1.207], [1.524, 0.316, 1.954], [1.487, 2.783, -0.524], [0.418, 0.277, 0.168], [-0.888, -1.156, 0.104], [0.503, 0.712, 0.100], [-0.461, -0.601, -0.830], [1.925, -1.994, -0.267], [-0.551, 0.134, 0.296], [-1.428, 1.779, 0.059], [0.279, -0.202, -0.860], [2.573, -1.721, -1.881], [-2.847, 2.016, 2.691]],
  "mulliken_charge": [-0.753, -0.525, -0.166, -0.341, -1.357, -0.023, 0.327, 0.388, 0.228, 0.260, 0.182, 0.363, 0.395, 0.377, 0.404, 0.373, 0.403, 0.133, 0.347, 0.329, 0.319, -0.659, 0.329, 0.302, -0.633],
  "spin_multiplicity": 1,
  "e_homo_ha": -0.497,
  "total_charge": 1,
  "largest_force_ev_per_a": 4.406,
  "lumo_energy_ev": -3.072,
  "orbital_gap_ha": 0.3844
}

***

Record 4
{
  "formula": "C4H17N2O3",
  "method": "ωB97M-V/def2-TZVPD",
  "elements": ["N", "C", "C", "O", "C", "N", "C", "H", "H", "H", "H", "H", "H", "H", "H", "H", "H", "H", "H", "H", "H", "H", "O", "H", "H", "O"],
  "coordinates": [[0.8675, -0.5469, -1.1189], [0.1756, 0.1855, -0.0929], [0.5743, 1.7370, -0.0512], [1.8822, 1.7027, 0.4581], [-1.3960, 0.1310, -0.2159], [-1.6850, -0.8889, -1.1404], [-2.5436, -0.6508, -2.2950], [1.5625, -1.3968, -0.7560], [1.4710, -0.0414, -1.7088], [0.1194, -0.9951, -1.6707], [0.4440, -0.1833, 1.0414], [0.0574, 2.4071, 0.6549], [0.5214, 2.1847, -1.0235], [2.4392, 2.3849, -0.0025], [-1.6653, -0.1679, 0.8045], [-1.5745, 1.2603, -0.1516], [-1.9678, -1.7563, -0.5160], [-3.2105, -1.5443, -2.6547], [-1.9408, -0.4917, -3.1379], [-3.3016, 0.2080, -2.1622], [1.6097, 1.7910, 2.5723], [2.0482, 0.5366, 3.0211], [1.2454, 1.0067, 2.8612], [0.7964, -2.0215, 1.7715], [0.5014, -3.2900, 1.0442], [0.2412, -2.3657, 1.0081]],
  "forces_ev_per_a": [[2.565, -3.845, 1.310], [-0.284, 2.906, 5.111], [0.644, -1.807, 0.799], [2.592, 1.440, -1.459], [2.522, 1.417, 2.645], [-2.181, -3.211, 0.674], [-3.381, -0.501, 0.017], [-2.673, 2.622, -0.657], [0.770, 1.392, -0.909], [-0.710, -0.413, -0.093], [-0.251, 1.006, -3.436], [-0.968, -0.924, -0.329], [-0.076, 0.217, -0.843], [-0.719, -0.904, 0.737], [-0.410, -0.017, -0.327], [-1.340, -1.687, -1.645], [0.476, 2.279, -2.180], [1.355, 1.285, 1.290], [0.811, 0.744, -1.282], [1.330, -1.157, -0.088], [0.752, 2.989, -1.229], [0.729, -0.995, 0.490], [-1.633, -2.287, 1.291], [-1.170, -0.311, -1.155], [-0.294, -0.495, -0.212], [1.543, 0.254, 1.479]],
  "mulliken_charge": [-0.078, 0.620, -1.172, -0.532, -0.790, -0.348, -0.888, 0.436, 0.380, 0.302, -0.234, 0.356, 0.645, 0.328, 0.313, 0.468, 0.292, 0.297, 0.296, 0.290, 0.282, 0.306, -0.608, 0.331, 0.296, -0.588],
  "spin_multiplicity": 1,
  "e_homo_ha": -0.477,
  "total_charge": 1,
  "largest_force_ev_per_a": 5.886,
  "lumo_energy_ev": -3.224,
  "orbital_gap_ha": 0.3587
}

***

Record 5
{
  "formula": "C4H17NO3",
  "method": "ωB97M-V/def2-TZVPD",
  "elements": ["C", "C", "N", "C", "C", "H", "H", "H", "H", "H", "H", "H", "H", "H", "H", "H", "O", "H", "H", "O", "H", "H", "O", "H", "H"],
  "coordinates": [[1.6120, 1.6739, -1.2285], [0.7361, 0.9428, -0.2021], [1.0051, -0.4962, -0.1187], [0.0876, -1.1408, 0.8173], [0.0844, -0.5844, 2.2340], [2.3394, 1.0950, -1.7902], [1.0215, 2.1999, -1.9783], [2.2009, 2.4199, -0.6925], [-0.3019, 1.0876, -0.4914], [0.9062, 1.4052, 0.7648], [1.9650, -0.6818, 0.1435], [-0.9192, -1.2566, 0.4093], [0.3810, -2.1938, 0.9021], [-0.4398, 0.3675, 2.3270], [1.1034, -0.4309, 2.5956], [-0.4076, -1.2532, 2.9435], [-2.3347, 1.4015, 2.1879], [-2.1460, 0.9522, 1.3527], [-2.3169, 2.3334, 1.9382], [0.3444, -1.8517, -2.4729], [0.0995, -2.7496, -2.2384], [0.5063, -1.3283, -1.6500], [-2.0508, -0.2889, -1.8324], [-1.1238, -0.5166, -1.6700], [-2.3521, -1.1061, -2.2503]],
  "forces_ev_per_a": [[0.282, 0.625, 0.136], [0.776, -0.049, -0.549], [-1.056, 0.256, -0.319], [0.394, -1.368, 0.744], [-0.179, 0.427, 0.318], [-0.131, -0.589, 0.139], [-0.091, -0.011, 0.084], [0.005, 0.150, -0.170], [-0.209, -0.145, 0.208], [-0.240, 0.195, 0.244], [0.017, 0.100, 0.029], [-0.074, 0.673, -0.167], [0.304, 0.041, -0.127], [0.206, -0.120, -0.020], [0.093, -0.087, -0.065], [0.002, -0.132, -0.186], [-0.016, 0.247, -0.378], [-0.189, -0.040, 0.102], [-0.096, -0.040, 0.142], [-0.196, 0.264, -0.286], [0.082, 0.040, 0.245], [0.612, -0.594, 0.009], [0.059, -0.268, 0.244], [-0.220, 0.180, -0.309], [-0.135, 0.245, -0.067]],
  "mulliken_charge": [-1.277, -0.079, -0.471, -0.201, -1.328, 0.353, 0.288, 0.331, 0.168, 0.374, 0.268, 0.302, 0.373, 0.329, 0.328, 0.374, -0.677, 0.302, 0.328, -0.728, 0.332, 0.410, -0.656, 0.260, 0.299],
  "spin_multiplicity": 1,
  "smiles": "CCNCC.O.O.O",
  "e_homo_ha": -0.354,
  "largest_force_ev_per_a": 1.607,
  "lumo_energy_ev": 0.727,
  "orbital_gap_ha": 0.3810
}

***

Record 6
{
  "formula": "C4H17NO3",
  "method": "ωB97M-V/def2-TZVPD",
  "elements": ["C", "C", "N", "C", "C", "H", "H", "H", "H", "H", "H", "H", "H", "H", "H", "H", "O", "H", "H", "O", "H", "H", "O", "H", "H"],
  "coordinates": [[-2.8135, -0.6219, -1.1473], [-1.6805, 0.4231, -1.4282], [-0.2595, 0.0215, -1.1712], [0.0990, 0.4325, 0.1907], [-0.1449, -1.4185, -1.3114], [-2.8287, -1.4092, -1.8831], [-2.7509, -0.8397, -0.0858], [-3.7930, -0.0707, -1.2136], [-2.0036, 1.3629, -0.9695], [-1.8283, 0.6800, -2.4747], [-0.7706, 0.7028, 0.7785], [0.7684, 1.2952, 0.2908], [0.7036, -0.3276, 0.6875], [0.5903, -1.8650, -0.6111], [-1.0079, -2.0752, -1.1864], [0.4420, -1.6525, -2.2241], [1.2523, -0.3144, 4.5385], [1.9981, -0.9216, 4.5421], [0.6597, -0.7835, 3.9442], [1.9608, 1.7763, 2.8106], [2.8320, 2.0419, 2.5098], [2.0345, 1.7735, 3.7679], [2.3446, 0.7245, -2.4820], [1.4122, 0.4846, -2.5517], [2.7840, 0.5808, -3.3207]],
  "forces_ev_per_a": [[-0.343, 2.481, 0.517], [-1.047, -0.156, -1.290], [-1.736, 0.151, 0.905], [0.932, 0.450, 0.605], [2.542, -1.475, -0.432], [0.012, -0.548, 0.349], [-0.011, -1.084, -0.001], [0.876, -0.411, -0.243], [0.781, -0.165, 0.558], [0.508, -0.105, -0.466], [-0.253, -0.291, 0.350], [-0.224, 0.185, -0.764], [-0.406, -0.202, 0.082], [-0.391, 0.674, 0.215], [-0.152, 0.488, -0.330], [-1.025, -0.038, -0.202], [0.026, -0.549, 0.131], [0.298, 0.150, 0.225], [-0.349, 0.316, -0.130], [0.103, 0.226, -0.215], [0.097, 0.103, -0.176], [-0.196, -0.257, 0.135], [0.306, 0.128, 0.316], [-0.134, 0.020, 0.045], [-0.215, -0.092, -0.186]],
  "mulliken_charge": [-1.250, -0.701, 0.116, -1.034, -0.945, 0.398, 0.344, 0.367, 0.488, 0.349, 0.291, 0.240, 0.359, 0.405, 0.308, 0.234, -0.629, 0.315, 0.304, -0.579, 0.293, 0.307, -0.638, 0.358, 0.299],
  "spin_multiplicity": 1,
  "smiles": "CCN(C)C.O.O.O",
  "e_homo_ha": -0.320,
  "largest_force_ev_per_a": 2.971,
  "lumo_energy_ev": 0.682,
  "orbital_gap_ha": 0.3452
}